The following is a quantum chemistry calculation of a cluster of 4 separate species, C12H28N4O4 in total at a distorted geometry, from the OMol25 dataset.

```
! RIJCOSX wB97M-V def2-TZVPD def2/J DEFGRID3
* xyz 0 1
C -7.570 -19.446 -8.499
O -8.062 -19.057 -7.445
N -6.322 -19.029 -8.830
C -5.975 -18.974 -10.196
C -5.619 -18.151 -7.897
H -7.991 -20.075 -9.299
H -4.908 -18.769 -10.279
H -6.583 -18.134 -10.531
H -6.314 -19.930 -10.596
H -4.570 -18.428 -8.002
H -5.859 -17.126 -8.179
H -5.861 -18.419 -6.868
C -2.013 -17.933 -16.761
O -1.951 -17.332 -17.821
N -3.180 -17.945 -16.049
C -4.460 -17.256 -16.665
C -3.276 -18.387 -14.670
H -1.145 -18.523 -16.429
H -5.378 -17.563 -16.166
H -4.558 -17.650 -17.677
H -4.440 -16.166 -16.680
H -3.854 -17.623 -14.151
H -3.908 -19.275 -14.642
H -2.292 -18.550 -14.232
C 4.111 -22.456 -14.630
O 4.684 -21.980 -15.578
N 2.811 -22.914 -14.523
C 2.207 -23.168 -13.236
C 1.836 -22.838 -15.592
H 4.456 -22.604 -13.595
H 2.857 -22.950 -12.389
H 1.965 -24.185 -12.925
H 1.382 -22.495 -13.001
H 2.223 -22.990 -16.600
H 1.027 -23.540 -15.389
H 1.437 -21.825 -15.634
C -3.772 -22.357 -11.257
O -4.451 -21.792 -10.442
N -2.594 -22.100 -11.784
C -1.939 -22.965 -12.763
C -2.001 -20.800 -11.515
H -4.118 -23.313 -11.680
H -2.454 -23.926 -12.767
H -0.971 -23.314 -12.405
H -2.026 -22.650 -13.804
H -0.988 -20.882 -11.122
H -1.954 -20.140 -12.381
H -2.601 -20.393 -10.701
*
```

Computed properties:
**Energy above the lowest of the compared OMol25 structures with the same formula, charge and spin**: 95.7 kcal per mole
**Gap between HOMO and LUMO**: 8.876 eV
**Electronic energy**: -27046.482 eV
**Molar mass**: 292.38 g mol⁻¹
**LUMO level**: 0.0002 Eh
**SMILES string**: CN(C)C=O.CN(C)C=O.CN(C)C=O.CN(C)C=O

Okay, here come the Löwdin numbers, in e, for every atom: atom 1 (C): -0.32, atom 2 (O): 0.00, atom 3 (N): -0.24, atom 4 (C): -0.09, atom 5 (C): -0.04, atom 6 (H): 0.14, atom 7 (H): 0.09, atom 8 (H): 0.09, atom 9 (H): 0.08, atom 10 (H): 0.08, atom 11 (H): 0.10, atom 12 (H): 0.09, atom 13 (C): -0.35, atom 14 (O): 0.00, atom 15 (N): -0.17, atom 16 (C): 0.00, atom 17 (C): -0.09, atom 18 (H): 0.13, atom 19 (H): 0.07, atom 20 (H): 0.08, atom 21 (H): 0.08, atom 22 (H): 0.08, atom 23 (H): 0.08, atom 24 (H): 0.07, atom 25 (C): -0.33, atom 26 (O): 0.05, atom 27 (N): -0.19, atom 28 (C): -0.10, atom 29 (C): -0.06, atom 30 (H): 0.12, atom 31 (H): 0.08, atom 32 (H): 0.09, atom 33 (H): 0.08, atom 34 (H): 0.09, atom 35 (H): 0.08, atom 36 (H): 0.09, atom 37 (C): -0.39, atom 38 (O): 0.03, atom 39 (N): -0.18, atom 40 (C): -0.05, atom 41 (C): -0.03, atom 42 (H): 0.13, atom 43 (H): 0.08, atom 44 (H): 0.08, atom 45 (H): 0.09, atom 46 (H): 0.09, atom 47 (H): 0.07, atom 48 (H): 0.08



The following is a quantum chemistry calculation of a cluster of 2 separate species, C4H12 in total at a distorted geometry, from the OMol25 dataset.

```
! RIJCOSX wB97M-V def2-TZVPD def2/J DEFGRID3
* xyz 1 2
C 0.249 1.403 -1.165
C 1.721 0.698 -1.106
H 0.391 2.428 -1.277
H -0.475 0.971 -2.047
H -0.414 1.208 -0.232
H 1.738 -0.352 -1.038
H 2.185 1.076 -0.269
H 2.306 1.151 -1.871
C -0.428 -1.253 1.609
C -1.553 -0.854 0.602
H 0.651 -1.034 1.319
H -0.434 -0.798 2.572
H -0.391 -2.294 1.681
H -1.961 0.035 0.799
H -2.392 -1.595 0.807
H -1.193 -0.792 -0.384
*
```

Computed properties:
**Energy above the lowest of the compared OMol25 structures with the same formula, charge and spin**: 39.0 kcal per mole
**⟨S²⟩**: 0.75
**Gap between HOMO and LUMO (spin up / spin down)**: 14.584 / 4.137 eV
**Electronic energy**: -4329.539 eV
**Molar mass**: 60.14 g mol⁻¹
**LUMO level (spin up / spin down)**: -0.1054 / -0.4335 Eh

Okay, here come the Löwdin numbers, in e, for every atom: atom 1 (C): -0.01, atom 2 (C): -0.02, atom 3 (H): 0.05, atom 4 (H): 0.18, atom 5 (H): 0.13, atom 6 (H): 0.06, atom 7 (H): 0.07, atom 8 (H): 0.10, atom 9 (C): -0.04, atom 10 (C): -0.05, atom 11 (H): 0.13, atom 12 (H): 0.08, atom 13 (H): 0.07, atom 14 (H): 0.03, atom 15 (H): 0.17, atom 16 (H): 0.05



The following is a quantum chemistry calculation of the ion HNO5S with charge -2 at a distorted geometry, from the OMol25 dataset.

```
! RIJCOSX wB97M-V def2-TZVPD def2/J DEFGRID3
* xyz -2 1
N 1.342 -0.081 -1.073
O 1.841 -1.211 -1.428
O -0.723 1.754 0.580
O -2.351 -0.111 0.684
O -0.203 -0.402 1.663
O -0.294 -0.177 -0.978
S -0.884 0.286 0.598
H 1.272 -0.058 -0.047
*
```

Computed properties:
**Energy above the lowest of the compared OMol25 structures with the same formula, charge and spin**: 39.2 kcal per mole
**Gap between HOMO and LUMO**: 5.738 eV
**Electronic energy**: -22574.694 eV
**Molar mass**: 127.08 g mol⁻¹
**LUMO level**: 0.2556 Eh
**SMILES string**: O=S(=O)([O-])ON[O-]

Okay, here come the Löwdin numbers, in e, for every atom: atom 1 (N): -0.26, atom 2 (O): -0.39, atom 3 (O): -0.44, atom 4 (O): -0.48, atom 5 (O): -0.41, atom 6 (O): -0.41, atom 7 (S): 0.38, atom 8 (H): 0.01



The following is a quantum chemistry calculation of a structure of composition C33H28F4N12O8PS2Sn at a distorted geometry, from the OMol25 dataset.

```
! RIJCOSX wB97M-V def2-TZVPD def2/J DEFGRID3
* xyz -1 1
Sn 0.893 -0.140 0.730
C 5.709 -1.760 0.648
S 5.251 -1.676 2.392
C 3.762 -0.682 1.954
S 2.421 -1.697 1.748
N 3.622 0.563 2.185
N 2.357 1.082 1.918
C 2.043 2.271 2.350
C 0.766 2.751 1.886
C 0.281 4.024 2.253
C -0.874 4.504 1.712
C -1.479 3.801 0.687
C -1.020 2.551 0.379
N 0.042 1.979 1.012
H 5.011 -2.374 0.097
H 6.750 -2.187 0.656
H 5.643 -0.744 0.106
H 2.677 2.899 2.978
H 0.780 4.608 3.026
H -1.203 5.483 2.030
H -2.302 4.137 0.119
H -1.488 1.956 -0.434
O -1.904 -3.231 -1.463
C -0.750 -2.753 -1.533
O -0.058 -2.252 -0.597
C -0.079 -2.732 -2.847
C -0.140 -3.875 -3.645
C 0.894 -3.935 -4.670
C 1.862 -2.989 -4.926
C 1.770 -1.837 -4.161
C 0.861 -1.749 -3.083
O 0.788 -0.587 -2.432
N 2.742 -0.861 -4.219
O -0.175 1.205 -4.236
O 4.053 0.718 -3.240
N 0.978 -5.219 -5.375
O 0.004 -5.958 -5.162
O 1.942 -5.398 -6.120
H -0.866 -4.731 -3.485
H 2.713 -3.324 -5.413
F -2.324 2.565 -2.659
C -1.381 3.171 -3.458
C -1.373 4.489 -3.638
F -2.431 5.131 -3.028
C -0.305 5.228 -4.264
C 0.283 4.488 -5.337
C 0.102 3.152 -5.487
F 0.622 2.531 -6.583
C -0.414 2.426 -4.302
C 2.942 -0.098 -3.211
C 2.000 -0.042 -2.000
N 2.096 0.513 -0.900
C 4.772 0.526 -2.188
N 5.366 0.343 -1.181
F 1.107 5.105 -6.176
C -0.113 6.603 -3.925
C -0.019 7.022 -2.538
N -0.085 7.296 -1.386
C 0.412 7.570 -4.785
N 0.750 8.431 -5.493
C -3.649 -3.659 3.315
N -2.984 -2.660 2.549
C -3.538 -2.432 1.223
P -1.879 -1.582 3.263
O -1.305 -0.843 2.081
N -0.856 -2.561 4.081
C 0.028 -2.004 5.116
C -0.460 -3.864 3.484
N -2.652 -0.652 4.417
C -3.108 -1.156 5.678
C -3.151 0.625 4.005
H -4.724 -3.337 3.418
H -3.280 -3.645 4.342
H -3.595 -4.697 2.910
H -4.650 -2.588 1.331
H -3.069 -3.065 0.447
H -3.279 -1.427 0.859
H -0.112 -0.944 5.222
H 1.104 -2.068 4.900
H -0.185 -2.416 6.129
H -1.014 -4.048 2.554
H -0.860 -4.589 4.178
H 0.615 -3.914 3.399
H -3.938 -1.858 5.627
H -3.604 -0.323 6.262
H -2.250 -1.567 6.248
H -3.088 0.731 2.954
H -2.589 1.495 4.453
H -4.212 0.756 4.266
*
```

Computed properties:
**Energy above the lowest of the compared OMol25 structures with the same formula, charge and spin**: 0.0 kcal per mole
**Gap between HOMO and LUMO (spin up / spin down)**: 5.057 / 4.692 eV
**Electronic energy**: -116589.633 eV
**Molar mass**: 1010.47 g mol⁻¹
**LUMO level (spin up / spin down)**: -0.0065 / -0.0055 Eh

Okay, here come the Löwdin numbers, in e, for every atom: atom 1 (Sn): 1.13, atom 2 (C): -0.45, atom 3 (S): 0.77, atom 4 (C): -1.06, atom 5 (S): 0.61, atom 6 (N): -0.02, atom 7 (N): -0.14, atom 8 (C): -0.02, atom 9 (C): -0.23, atom 10 (C): -0.01, atom 11 (C): -0.04, atom 12 (C): -0.02, atom 13 (C): -0.07, atom 14 (N): -0.01, atom 15 (H): 0.02, atom 16 (H): 0.05, atom 17 (H): -0.02, atom 18 (H): 0.14, atom 19 (H): 0.12, atom 20 (H): 0.12, atom 21 (H): 0.11, atom 22 (H): 0.14, atom 23 (O): 0.00, atom 24 (C): -0.62, atom 25 (O): -0.13, atom 26 (C): -0.05, atom 27 (C): 0.12, atom 28 (C): -0.12, atom 29 (C): 0.07, atom 30 (C): -0.16, atom 31 (C): -0.15, atom 32 (O): 0.04, atom 33 (N): 0.24, atom 34 (O): 0.06, atom 35 (O): 0.14, atom 36 (N): -0.34, atom 37 (O): 0.04, atom 38 (O): 0.06, atom 39 (H): 0.15, atom 40 (H): 0.11, atom 41 (F): 0.06, atom 42 (C): -0.11, atom 43 (C): -0.16, atom 44 (F): 0.06, atom 45 (C): -0.07, atom 46 (C): -0.18, atom 47 (C): -0.12, atom 48 (F): 0.09, atom 49 (C): -0.26, atom 50 (C): -0.19, atom 51 (C): -0.37, atom 52 (N): 0.04, atom 53 (C): -0.25, atom 54 (N): 0.19, atom 55 (F): 0.11, atom 56 (C): -0.20, atom 57 (C): -0.20, atom 58 (N): 0.10, atom 59 (C): -0.25, atom 60 (N): 0.13, atom 61 (C): -0.16, atom 62 (N): -0.33, atom 63 (C): -0.09, atom 64 (P): 0.57, atom 65 (O): -0.40, atom 66 (N): -0.29, atom 67 (C): -0.12, atom 68 (C): -0.06, atom 69 (N): -0.31, atom 70 (C): -0.12, atom 71 (C): -0.12, atom 72 (H): 0.09, atom 73 (H): 0.06, atom 74 (H): 0.10, atom 75 (H): 0.09, atom 76 (H): 0.07, atom 77 (H): 0.08, atom 78 (H): 0.07, atom 79 (H): 0.08, atom 80 (H): 0.08, atom 81 (H): 0.09, atom 82 (H): 0.07, atom 83 (H): 0.07, atom 84 (H): 0.07, atom 85 (H): 0.10, atom 86 (H): 0.07, atom 87 (H): 0.05, atom 88 (H): 0.10, atom 89 (H): 0.09



The following is a quantum chemistry calculation of a structure of composition C7H6N2O4V at a distorted geometry, from the OMol25 dataset.

```
! RIJCOSX wB97M-V def2-TZVPD def2/J DEFGRID3
* xyz 2 4
V 0.892 1.217 -0.617
O 0.007 -0.040 -3.320
C 0.375 0.466 -2.334
C 1.343 1.856 1.178
O 1.512 2.123 2.303
C -0.740 2.331 -0.624
O -1.814 2.770 -0.529
C 2.470 -0.014 -0.564
O 3.233 -0.883 -0.428
H 1.703 2.245 -1.572
H 1.884 2.512 -0.847
N -1.660 -2.328 0.411
C -1.499 -1.930 1.677
C -0.732 -0.823 1.617
N -0.395 -0.514 0.284
C -0.990 -1.461 -0.380
H -2.168 -3.109 0.134
H -1.921 -2.442 2.515
H -0.422 -0.259 2.474
H -1.078 -1.716 -1.379
*
```

Computed properties:
**⟨S²⟩**: 3.77
**Gap between HOMO and LUMO (spin up / spin down)**: 7.872 / 5.470 eV
**Electronic energy**: -44194.313 eV
**Molar mass**: 233.08 g mol⁻¹
**LUMO level (spin up / spin down)**: -0.3289 / -0.4166 Eh

Okay, here come the Löwdin numbers, in e, for every atom: atom 1 (V): 0.32, atom 2 (O): 0.25, atom 3 (C): -0.03, atom 4 (C): -0.01, atom 5 (O): 0.26, atom 6 (C): 0.00, atom 7 (O): 0.26, atom 8 (C): 0.02, atom 9 (O): 0.25, atom 10 (H): 0.12, atom 11 (H): 0.12, atom 12 (N): 0.13, atom 13 (C): -0.03, atom 14 (C): -0.08, atom 15 (N): 0.02, atom 16 (C): -0.15, atom 17 (H): 0.16, atom 18 (H): 0.15, atom 19 (H): 0.11, atom 20 (H): 0.12



The following is a quantum chemistry calculation of a cluster of 2 separate species, C9H18ClFN2O2PS in total at a distorted geometry, from the OMol25 dataset.

```
! RIJCOSX wB97M-V def2-TZVPD def2/J DEFGRID3
* xyz 1 1
C 2.663 1.627 0.705
C 2.866 0.837 -0.213
C 3.020 -0.016 -1.535
C 1.722 0.315 -2.427
C 0.454 -0.437 -1.761
S -0.864 0.731 -1.192
C -2.463 -0.174 -0.827
C -2.525 -1.639 -1.453
C -1.867 -2.675 -0.439
F -3.884 -2.037 -1.640
P -1.188 2.150 -2.841
O -0.623 3.599 -2.164
Cl -3.240 2.397 -3.163
H 2.209 2.475 1.295
H 3.102 -1.109 -1.267
H 3.934 0.330 -2.117
H 1.526 1.427 -2.321
H 1.846 -0.028 -3.494
H 0.087 -1.191 -2.519
H 0.843 -1.002 -0.862
H -3.372 0.385 -1.201
H -2.572 -0.269 0.297
H -2.034 -1.702 -2.475
H -2.134 -2.343 0.616
H -2.303 -3.704 -0.584
H -0.734 -2.644 -0.494
H -1.082 3.774 -1.312
C 0.898 0.631 4.442
O 1.068 1.837 4.480
N 0.134 -0.032 5.350
N 1.460 -0.156 3.484
H -0.017 -1.024 5.335
H -0.297 0.517 6.074
H 2.033 0.303 2.794
H 1.335 -1.150 3.431
*
```

Computed properties:
**Gap between HOMO and LUMO**: 7.810 eV
**Electronic energy**: -52055.594 eV
**Molar mass**: 303.75 g mol⁻¹
**LUMO level**: -0.1600 Eh

Okay, here come the Löwdin numbers, in e, for every atom: atom 1 (C): 0.08, atom 2 (C): -0.12, atom 3 (C): -0.17, atom 4 (C): -0.22, atom 5 (C): -0.39, atom 6 (S): 0.85, atom 7 (C): -0.32, atom 8 (C): -0.37, atom 9 (C): -0.03, atom 10 (F): -0.04, atom 11 (P): 0.46, atom 12 (O): -0.36, atom 13 (Cl): 0.26, atom 14 (H): 0.08, atom 15 (H): 0.12, atom 16 (H): 0.13, atom 17 (H): 0.09, atom 18 (H): 0.13, atom 19 (H): 0.10, atom 20 (H): 0.09, atom 21 (H): 0.08, atom 22 (H): 0.11, atom 23 (H): 0.14, atom 24 (H): 0.09, atom 25 (H): 0.10, atom 26 (H): 0.08, atom 27 (H): 0.07, atom 28 (C): -0.70, atom 29 (O): 0.02, atom 30 (N): 0.15, atom 31 (N): 0.15, atom 32 (H): 0.09, atom 33 (H): 0.11, atom 34 (H): 0.06, atom 35 (H): 0.09